Version w
Molecular formula: C4H6OS
Method: DFT, wB97M-V/def2-TZVPD

## Properties
Kohn-Sham gap, eV: 10.26
Spin multiplicity: 1
SMILES: C[C@H]1CSC1=O
Molar mass, g/mol: 102.2

Cartesian coordinates (Å):
S 2.154 0.306 -0.379
H -1.860 -0.860 -0.205
O 0.432 2.459 0.068
H -0.855 -0.360 -1.628
H 0.812 -1.728 -0.371
C -0.145 0.095 0.446
C 1.006 -0.934 0.353
H -0.590 0.197 1.439
C -1.227 -0.052 -0.619
C 0.744 1.303 0.121
H -1.845 0.896 -0.542
H 1.375 -1.321 1.316



Version x
Molecular formula: C4H6OS
Method: DFT, wB97M-V/def2-TZVPD

## Properties
Kohn-Sham gap, eV: 7.64
Spin multiplicity: 1
Molar mass, g/mol: 102.2

Cartesian coordinates (Å):
C -2.005 0.259 -0.043
H -1.462 0.256 -0.962
H -2.400 1.104 0.394
H 1.663 0.086 -0.982
H 1.868 1.439 0.139
C 1.253 -0.290 1.068
H -2.784 -0.449 0.080
C -1.224 -0.406 1.008
O -0.113 -1.266 -1.215
S 0.051 -1.305 0.241
H 3.109 0.278 0.246
C 2.043 0.295 0.026



Most stable to least stable, the ends of the list are version w and version x.